# 1
Here is a 11-piece molecular cluster, C48H70NO20 overall at a distorted geometry from the OMol25 dataset. Energies are from the ωB97M-V functional and the def2-TZVPD basis.

The geometry in XYZ format:
```
139
Properties=species:S:1:pos:R:3:forces:R:3
C -2.020372 -0.210933 1.169289 0.0 0.5 -0.8
C -0.832989 -0.586635 0.175231 3.1 -1.2 -1.7
C -0.866157 -0.289732 -1.376657 2.0 -1.2 1.0
C 0.260607 -0.684370 -2.348497 0.2 -0.7 3.6
C 1.526466 -1.413410 -1.769374 -2.8 0.8 2.9
C 1.571725 -1.728442 -0.233068 -2.0 1.6 -2.7
C 0.413423 -1.315441 0.733147 0.3 1.0 -2.0
C 0.620184 -1.743006 2.282788 -0.9 -1.7 -1.1
N 0.839934 -3.247730 2.234585 -0.2 1.4 -0.3
H -2.474382 0.779462 0.789060 0.4 -1.7 0.6
H -2.830519 -1.034707 1.238061 1.3 1.3 -0.3
H -1.668282 -0.024655 2.236990 -0.2 -0.3 -1.6
H -1.799814 0.220389 -1.811591 1.6 -0.9 0.8
H 0.159602 -0.451747 -3.471679 0.2 -0.4 2.1
H 2.416514 -1.724252 -2.428315 -1.6 0.6 1.1
H 2.511309 -2.294601 0.113938 -2.0 1.0 -0.2
H -0.338558 -1.594734 2.910090 1.2 0.8 -1.0
H 1.488151 -1.190884 2.784095 -1.0 -0.6 -0.8
H 0.198862 -3.543856 1.463501 0.5 0.0 0.8
O -1.005272 -5.113013 -0.429363 -0.7 -0.3 -0.8
C -1.865030 -4.656825 -1.134546 1.1 0.3 1.1
O -2.431514 -5.333087 -2.176977 0.0 -0.3 0.1
C -3.335401 -4.465686 -2.866948 -0.3 0.0 -0.3
C -3.701768 -3.394562 -1.866998 -0.5 0.6 0.0
C -2.438599 -3.269220 -1.039979 -0.6 -0.2 -0.1
H -2.825845 -4.056716 -3.745415 0.0 0.0 0.0
H -4.208399 -5.033428 -3.196613 0.2 -0.2 0.0
H -4.013098 -2.458444 -2.334521 0.1 -0.1 -0.1
H -4.523263 -3.744903 -1.232644 0.0 0.0 -0.1
H -1.731843 -2.558839 -1.474639 0.0 -0.1 0.2
H -2.661917 -3.004267 -0.007069 0.4 0.0 -0.1
O -2.710451 4.004448 -0.429102 0.5 -0.4 0.2
C -1.540318 3.832666 -0.188817 -0.8 0.1 0.1
O -1.047534 2.740314 0.449622 -0.5 0.6 -0.4
C 0.358705 2.909456 0.667289 0.6 -0.5 0.3
C 0.799544 3.925809 -0.358575 0.5 0.2 -0.3
C -0.428972 4.798278 -0.502072 0.5 -0.1 -0.3
H 0.513392 3.259042 1.692910 -0.1 0.0 0.0
H 0.867938 1.952038 0.539347 -0.3 -0.1 0.1
H 1.695994 4.474272 -0.063638 -0.1 -0.1 0.1
H 1.007753 3.425965 -1.310029 0.0 0.0 0.1
H -0.442349 5.607507 0.232259 -0.1 0.0 -0.1
H -0.525872 5.193740 -1.513526 -0.3 0.1 0.2
O 4.103109 -0.266479 1.047181 0.8 0.1 -0.8
C 4.961596 -0.912758 0.501984 -1.1 0.2 0.9
O 5.327895 -0.756689 -0.802650 -0.2 0.2 0.3
C 6.294403 -1.756898 -1.144136 0.2 -0.2 -0.4
C 6.903113 -2.189619 0.168614 0.6 -0.3 0.2
C 5.748144 -2.028325 1.133315 0.5 -0.1 -0.1
H 5.780942 -2.577435 -1.654784 0.0 0.1 0.0
H 7.039776 -1.331345 -1.819173 -0.2 0.1 0.0
H 7.313267 -3.200888 0.140302 -0.1 0.1 -0.1
H 7.711309 -1.505425 0.445896 -0.1 -0.1 -0.1
H 5.124036 -2.924612 1.175491 -0.1 0.1 0.2
H 6.092710 -1.750798 2.129185 -0.4 -0.1 0.0
O -2.737351 -0.468643 -3.892173 -0.6 0.5 -0.5
C -2.774209 0.326752 -4.795151 0.2 -0.9 0.6
O -3.885063 1.034352 -5.139932 0.1 -0.3 0.3
C -3.612179 1.803020 -6.316566 -0.2 0.3 -0.3
C -2.110104 1.947063 -6.357691 0.5 0.2 -0.2
C -1.638750 0.653909 -5.726955 0.1 0.4 -0.2
H -4.002350 1.262557 -7.184829 0.0 0.0 0.0
H -4.113520 2.770036 -6.247996 -0.1 -0.2 0.1
H -1.721253 2.111227 -7.363734 -0.1 0.1 0.1
H -1.802082 2.790553 -5.736295 -0.1 -0.2 -0.2
H -1.539170 -0.147520 -6.463378 0.1 -0.1 0.2
H -0.707199 0.790544 -5.178164 -0.1 -0.3 0.0
O -2.310210 4.794186 -6.671890 -0.1 0.5 0.7
C -2.785585 5.569971 -5.881636 0.1 -0.6 -0.6
O -2.617737 5.479213 -4.535893 0.2 -0.1 -0.6
C -3.402109 6.487966 -3.888947 -0.2 0.2 0.6
C -3.631598 7.547769 -4.941475 -0.2 0.6 0.0
C -3.675765 6.735312 -6.218445 0.1 0.5 0.1
H -4.335915 6.035232 -3.543411 0.1 0.0 0.0
H -2.859288 6.878453 -3.026704 0.0 -0.3 -0.1
H -4.531150 8.140446 -4.766729 0.1 -0.1 0.1
H -2.777600 8.232043 -4.971373 -0.1 -0.1 0.0
H -4.681599 6.365513 -6.431623 0.1 0.0 -0.1
H -3.283862 7.296575 -7.066486 -0.2 -0.3 -0.1
O 0.503978 4.556032 5.077425 0.7 -0.3 -0.1
C 0.991458 3.452210 5.134497 -0.5 0.4 -0.1
O 2.240544 3.149805 4.689075 -0.3 0.6 0.1
C 2.456625 1.736197 4.806528 0.3 -0.6 -0.1
C 1.473728 1.269777 5.854374 -0.1 -0.6 0.3
C 0.309503 2.216013 5.653894 0.6 0.1 0.2
H 2.276087 1.273485 3.831660 0.0 0.0 0.0
H 3.490050 1.545890 5.101730 0.0 0.2 -0.2
H 1.205655 0.216642 5.754706 0.1 0.1 0.0
H 1.897998 1.416500 6.853077 0.0 0.0 -0.1
H -0.385792 1.849016 4.898114 0.1 0.1 0.1
H -0.208717 2.417624 6.589073 -0.2 0.1 -0.4
O -1.903963 0.861513 6.155463 -1.3 -0.5 -0.1
C -3.010111 1.261324 5.899976 1.0 -0.2 0.1
O -3.906065 0.583544 5.132430 0.3 0.0 0.3
C -5.073062 1.389935 4.940459 -0.4 0.0 -0.3
C -5.067006 2.377246 6.084542 -0.4 0.4 0.3
C -3.587444 2.581972 6.330957 -0.5 0.1 0.2
H -5.000437 1.881951 3.965954 0.0 0.0 0.0
H -5.962315 0.757141 4.951169 0.2 -0.1 -0.1
H -5.606529 3.299220 5.860590 0.0 -0.1 0.0
H -5.527003 1.923642 6.968492 0.0 0.0 -0.1
H -3.174863 3.373826 5.700750 0.1 0.0 0.1
H -3.377787 2.777838 7.382384 0.3 0.1 -0.2
O 0.408188 -8.671741 -7.260561 -0.6 0.6 0.0
C -0.062965 -7.854803 -6.510137 0.7 -0.6 -0.4
O -0.864389 -6.829495 -6.908145 0.2 -0.5 -0.2
C -1.154825 -5.989783 -5.783358 -0.2 0.4 0.2
C -0.934427 -6.860482 -4.569364 0.0 0.1 0.7
C 0.175647 -7.782938 -5.026078 -0.4 0.1 0.3
H -0.478824 -5.129661 -5.806454 0.0 0.0 0.0
H -2.184045 -5.631878 -5.848318 0.1 0.0 -0.2
H -0.691088 -6.292398 -3.671021 -0.1 0.0 -0.1
H -1.836378 -7.445621 -4.363930 0.1 0.1 0.0
H 1.163389 -7.352649 -4.844393 0.0 -0.1 0.0
H 0.094213 -8.768077 -4.567359 0.3 0.0 -0.2
O 0.960154 -2.746062 7.542794 -0.2 -0.8 0.0
C 0.182405 -3.502255 7.016751 0.6 0.8 -0.1
O 0.286074 -4.858138 7.070601 0.1 0.4 0.3
C -0.732757 -5.444351 6.252268 -0.1 -0.5 -0.4
C -1.803091 -4.385519 6.130237 -0.6 0.0 -0.2
C -1.000707 -3.103343 6.178321 -0.5 -0.1 0.1
H -0.295248 -5.706149 5.284597 0.0 0.1 0.0
H -1.108444 -6.352671 6.728171 0.3 0.1 0.1
H -2.410559 -4.489194 5.229520 0.1 -0.1 0.0
H -2.472781 -4.432585 6.996021 0.0 0.0 -0.1
H -0.650652 -2.804223 5.186133 0.1 0.0 0.0
H -1.562276 -2.296294 6.649313 0.3 0.2 -0.1
O 8.739408 0.864260 0.773574 0.1 0.8 0.2
C 8.155559 1.912547 0.660878 0.1 -1.0 0.1
O 8.501660 3.050828 1.321832 0.2 -0.4 -0.1
C 7.537346 4.072644 1.043878 -0.2 0.5 0.1
C 6.884029 3.660412 -0.254468 -0.4 0.3 -0.5
C 6.929671 2.149443 -0.177351 0.0 0.4 -0.3
H 6.824836 4.114496 1.873001 0.0 0.0 0.0
H 8.039410 5.038329 0.960479 0.1 -0.2 0.2
H 5.877248 4.063325 -0.376972 0.1 0.0 0.1
H 7.489464 4.003303 -1.099926 -0.1 0.0 0.1
H 6.058324 1.741620 0.341304 0.0 -0.1 -0.1
H 7.035659 1.700241 -1.164458 -0.1 -0.3 0.3
```
Forces are in eV/Å.

Values from the calculation:
* total charge: -1

# 2
Here is an isolated ion of composition C4H9O2 and charge +1 at a distorted geometry from the OMol25 dataset. Energies are from the ωB97M-V functional and the def2-TZVPD basis.

The geometry in XYZ format:
```
15
Properties=species:S:1:pos:R:3:forces:R:3
C -1.620218 0.351139 0.149469 1.6 0.6 1.3
C -0.305554 0.795619 0.882191 -1.5 0.7 0.0
C 0.326266 0.269296 -1.280265 -4.3 3.8 -2.0
C 1.293973 -1.179832 0.298331 0.2 -1.9 4.2
O -1.367076 0.713208 -1.137471 4.5 -1.3 -2.0
O 0.733992 0.110472 0.021686 -0.4 0.0 0.0
H -1.702205 -0.724447 0.271685 -0.6 -0.3 0.2
H -2.489849 0.946572 0.409826 -0.1 -0.3 0.8
H -0.070881 1.818026 0.682454 -0.2 0.8 -0.6
H -0.139118 0.771535 1.946836 0.3 -1.4 0.3
H 0.390053 -0.576424 -1.906562 0.1 -1.1 -0.2
H 0.721332 1.190380 -1.734897 -0.1 -0.5 0.4
H 2.316230 -0.931048 0.655451 -0.6 -0.7 -0.5
H 0.696486 -1.592441 1.205651 1.1 0.7 -1.5
H 1.216570 -1.962057 -0.464384 0.0 0.9 -0.3
```
Forces are in eV/Å.

Values from the calculation:
* total charge: +1
* energy above the lowest of the compared OMol25 structures with the same formula, charge and spin: 72.43 kcal/mol

# 3
Here is C5H13BFGaIN2O5 as an isolated structure at a distorted geometry from the OMol25 dataset. Energies are from the ωB97M-V functional and the def2-TZVPD basis.

The geometry in XYZ format:
```
29
Properties=species:S:1:pos:R:3:forces:R:3
C 5.503194 1.396030 1.435317 0.6 -1.1 0.0
O 5.114448 1.891601 0.164106 -1.2 0.9 0.2
B 3.757149 2.288287 0.143163 0.9 1.0 0.1
O 3.505091 3.634627 -0.285039 -0.1 -1.7 0.0
Ga 2.101905 1.117524 0.614710 -0.6 -0.2 0.8
F 2.411395 -0.154449 1.946188 -0.1 0.4 -0.5
I 1.374167 -0.107264 -1.621315 0.1 0.1 0.3
C 0.509949 2.268821 1.283313 0.5 0.1 0.5
O -0.757653 2.095242 0.562070 0.8 0.1 -0.4
N -1.280325 0.837797 0.611721 -1.2 0.3 0.3
O -1.472714 0.449717 1.712887 0.6 -0.4 0.0
H 6.471439 0.889207 1.294277 -0.2 0.2 0.1
H 4.802073 0.633648 1.813550 0.0 0.4 0.0
H 5.640657 2.193693 2.180403 -0.2 -0.1 -0.2
H 3.853669 3.673579 -1.176857 0.4 0.6 -0.4
H 0.387036 2.179315 2.377225 -0.2 -0.1 -0.4
H 0.797796 3.315995 1.100990 -0.3 -0.3 -0.2
C -3.931066 -3.680170 -1.930736 -0.1 -0.1 0.0
C -2.842020 -2.636373 -1.967780 0.4 0.5 0.1
O -1.915270 -2.689068 -2.756795 -0.1 -0.3 -0.3
N -2.910059 -1.610116 -1.080085 -0.2 -0.3 -0.2
C -3.912439 -1.359674 -0.065336 0.4 0.2 -0.1
H -3.730603 -4.425932 -2.695234 0.1 0.1 0.0
H -3.950070 -4.175482 -0.958539 -0.1 0.0 0.0
H -4.901662 -3.224733 -2.135040 0.0 -0.1 0.1
H -2.142397 -0.955645 -1.164037 0.0 0.0 0.1
H -4.371833 -0.386377 -0.251480 -0.1 0.0 0.1
H -3.428191 -1.335522 0.912983 -0.2 0.0 0.1
H -4.683668 -2.124277 -0.064631 0.0 0.0 -0.1
```
Forces are in eV/Å.

Values from the calculation:
* total charge: -1
* energy above the lowest of the compared OMol25 structures with the same formula, charge and spin: 10.02 kcal/mol

no.,LUMO (eV),electronic energy (Ha),HOMO-LUMO gap (Eh)
1,1.7,-3430.50450,0.12996
2,-3.4,-307.87636,0.42951
3,2.9,-3031.34643,0.29209